[1]
A molecular structure, CaH10NO8 at a distorted geometry. Source: the OMol25 dataset; level of theory: the ωB97M-V functional and the def2-TZVPD basis.

Values from the calculation:
Maximum force, eV/A: 7.04
Relative energy (zero: lowest compared OMol25 entry of this formula, charge and spin), kJ/mol: 68.96
DFT total energy, eV: -36457.501
HOMO energy, eV: -9.362
Gap between HOMO and LUMO, eV: 2.71

```
! wB97M-V def2-TZVPD RIJCOSX def2/J DEFGRID3
* xyz 1 1
Ca -0.14 0.18 0.59
O 1.00 -1.38 -3.55
O 3.19 -1.47 1.68
O 1.31 3.47 2.08
O -1.80 2.96 -1.59
O 1.46 -2.37 -5.31
O -1.60 -0.50 4.06
O 2.91 -2.10 -3.83
O -3.18 -1.94 -0.61
N 1.78 -1.90 -4.26
H 0.67 3.83 2.69
H -1.68 3.79 -2.05
H -1.94 -1.30 4.44
H 3.96 -1.30 1.14
H -1.78 0.18 4.72
H -2.96 -2.86 -0.70
H 1.67 4.23 1.62
H -3.86 -1.78 -1.26
H -2.44 2.48 -2.11
H 3.43 -2.21 2.23
*
```

natural (NBO) atomic charge list, values in e, 6 entries:
1. Ca 1.73
2. O -0.52
3. O -0.98
4. O -0.97
5. O -0.98
6. O -0.44


[2]
A molecular structure, CaH2N5O16 at a distorted geometry. Source: the OMol25 dataset; level of theory: the ωB97M-V functional and the def2-TZVPD basis.

Values from the calculation:
Maximum force, eV/A: 6.69
Relative energy (zero: lowest compared OMol25 entry of this formula, charge and spin), kJ/mol: 99.01
DFT total energy, eV: -58667.574
HOMO energy, eV: 0.414
Gap between HOMO and LUMO, eV: 6.11

```
! wB97M-V def2-TZVPD RIJCOSX def2/J DEFGRID3
* xyz -3 1
Ca 0.11 0.17 0.47
O -0.42 -1.13 -3.47
O 2.45 2.60 -0.91
O -2.52 3.06 -1.68
O 0.86 -2.02 1.22
O -2.31 -1.27 -1.14
O 0.70 -0.50 -1.76
O 2.24 1.01 0.48
O -0.40 3.11 -1.58
O 1.15 -4.10 1.37
O -0.15 -3.13 2.77
O -1.95 -0.90 0.86
O 0.16 0.64 2.70
O -3.73 -1.87 0.37
O -1.43 1.62 -0.59
O 4.00 2.24 0.49
O 1.57 -0.30 -3.62
N 2.87 1.98 0.03
N -1.46 2.57 -1.29
N 0.62 -0.68 -2.95
N -2.64 -1.40 0.05
N 0.61 -3.09 1.78
H -0.33 1.40 3.01
H 0.02 -0.02 3.39
*
```

natural (NBO) atomic charge list, values in e, 6 entries:
1. Ca 1.81
2. O -0.54
3. O -0.45
4. O -0.57
5. O -0.60
6. O -0.50


[3]
A molecular structure, CaH2N7O22 at a distorted geometry. Source: the OMol25 dataset; level of theory: the ωB97M-V functional and the def2-TZVPD basis.

Values from the calculation:
Maximum force, eV/A: 2.06
Relative energy (zero: lowest compared OMol25 entry of this formula, charge and spin), kJ/mol: 54.42
DFT total energy, eV: -73913.857
HOMO energy, eV: 5.580
Gap between HOMO and LUMO, eV: 5.42

```
! wB97M-V def2-TZVPD RIJCOSX def2/J DEFGRID3
* xyz -5 1
Ca -0.11 -0.31 0.20
O 2.14 0.22 3.83
O 1.15 1.71 0.81
O 1.89 2.22 -3.12
O -2.18 -0.11 1.84
O 3.33 1.72 1.01
O 2.07 -1.13 0.22
O -1.62 1.57 -0.53
O -1.91 -0.10 -3.53
O -0.40 -2.58 0.58
O -3.81 -0.29 3.28
O 4.14 -1.14 -0.39
O 0.52 -0.57 2.63
O -3.16 -2.04 2.15
O 2.32 3.23 -0.17
O -1.46 -1.10 -1.65
O 0.88 0.72 -4.30
O 0.47 -0.73 4.81
O -3.38 -1.39 -2.65
O -3.06 3.13 -1.01
O 2.91 -2.84 -0.88
O -1.04 3.28 -1.75
O 1.00 0.51 -2.13
N 1.22 1.16 -3.18
N 3.03 -1.70 -0.36
N -1.89 2.65 -1.09
N -2.24 -0.87 -2.61
N -3.05 -0.80 2.43
N 1.03 -0.35 3.75
N 2.30 2.19 0.53
H -0.01 -3.22 1.17
H -1.09 -3.05 0.11
*
```

natural (NBO) atomic charge list, values in e, 6 entries:
1. Ca 1.82
2. O -0.53
3. O -0.62
4. O -0.55
5. O -0.51
6. O -0.52


[4]
A molecular structure, CaH30N6O33 at a distorted geometry. Source: the OMol25 dataset; level of theory: the ωB97M-V functional and the def2-TZVPD basis.

Values from the calculation:
Maximum force, eV/A: 6.23
DFT total energy, eV: -95417.377
HOMO energy, eV: 0.716
Gap between HOMO and LUMO, eV: 6.78

```
! wB97M-V def2-TZVPD RIJCOSX def2/J DEFGRID3
* xyz -4 1
Ca 0.06 0.16 -0.34
O 3.31 1.96 -1.75
O 0.61 4.73 2.90
O -1.34 0.61 -2.05
O -4.44 -2.17 -3.96
O -0.88 2.23 3.24
O 2.95 0.92 3.05
O 4.21 -3.13 -0.87
O 0.30 -1.52 1.50
O -1.44 -4.13 1.72
O 3.03 4.10 0.05
O 1.32 -1.19 -1.84
O 2.27 0.45 0.50
O -3.87 2.41 4.75
O -3.38 -2.06 -0.30
O -0.08 5.04 -2.95
O -1.40 -2.01 -1.07
O -4.92 0.63 4.18
O 1.52 2.53 -2.59
O -0.14 -4.91 -0.60
O 2.86 1.40 -3.80
O -2.59 -3.80 -1.18
O -2.12 0.08 0.94
O 2.01 -2.01 2.71
O 3.23 2.51 4.37
O 0.17 -3.53 -3.25
O -2.95 -0.72 -3.77
O -3.46 2.53 -2.96
O 0.09 -2.45 3.43
O -3.55 1.49 2.84
O -2.48 -2.70 -4.49
O 3.14 2.84 2.35
O 2.95 -4.46 1.46
O 0.05 2.33 0.55
N 0.81 -2.01 2.53
N 2.59 1.96 -2.73
N -4.09 1.48 3.92
N -3.26 -1.87 -4.01
N 3.09 2.09 3.27
N -2.45 -2.62 -0.85
H -0.74 -3.45 -2.95
H 2.54 0.49 1.42
H 1.50 4.64 2.56
H 0.28 3.84 2.94
H -2.47 0.37 1.78
H -3.38 3.36 -2.48
H 0.22 -2.96 -4.02
H -2.69 -0.65 0.68
H -1.85 -0.05 -2.53
H -0.51 1.53 3.77
H -0.06 5.36 -2.05
H -0.95 -4.72 2.28
H 4.18 -2.92 -1.80
H 0.94 -1.90 -2.36
H 4.30 -2.27 -0.44
H 2.38 4.67 -0.36
H 0.30 3.22 0.31
H 2.48 -3.63 1.59
H 2.73 -4.98 2.23
H 0.70 -5.31 -0.84
H -0.58 2.44 1.26
H 2.94 3.27 -0.41
H -1.77 1.44 -2.27
H 0.37 4.19 -2.92
H 2.25 -1.18 -2.09
H -1.79 2.29 3.52
H -1.56 -3.34 2.24
H -4.39 2.35 -2.97
H 3.04 0.76 0.02
H -0.11 -4.05 -1.01
*
```

natural (NBO) atomic charge list, values in e, 6 entries:
1. Ca 1.83
2. O -0.56
3. O -1.00
4. O -1.03
5. O -0.55
6. O -0.99


[5]
A molecular structure, CdI2 at a distorted geometry. Source: the OMol25 dataset; level of theory: the ωB97M-V functional and the def2-TZVPD basis.

Values from the calculation:
Maximum force, eV/A: 1.01
DFT total energy, eV: -20767.232
HOMO energy, eV: -9.500
Gap between HOMO and LUMO, eV: 7.59

```
! wB97M-V def2-TZVPD RIJCOSX def2/J DEFGRID3
* xyz 0 1
I 0.63 -0.82 2.13
I -1.21 1.18 -1.66
Cd 0.58 -0.36 -0.47
*
```

In the natural (NBO) picture, each atom carries the following charge in e:
1. I -0.60
2. I -0.60
3. Cd 1.21


[6]
A molecular structure, Cl13Mg5 at a distorted geometry. Source: the OMol25 dataset; level of theory: the ωB97M-V functional and the def2-TZVPD basis.

Values from the calculation:
Maximum force, eV/A: 3.33
DFT total energy, eV: -190035.478
HOMO energy, eV: 0.373
Gap between HOMO and LUMO, eV: 1.74

```
! wB97M-V def2-TZVPD RIJCOSX def2/J DEFGRID3
* xyz -3 1
Cl -11.52 -16.75 7.17
Cl -9.59 -9.82 8.24
Cl -7.82 -15.64 5.74
Cl -5.88 -17.41 10.68
Cl -12.15 -11.88 10.06
Cl -8.35 -13.86 9.28
Cl -10.93 -12.71 6.45
Cl -9.08 -11.45 11.85
Cl -9.89 -17.54 10.25
Cl -5.48 -12.64 11.75
Cl -6.57 -11.61 6.88
Cl -4.94 -14.60 7.82
Cl -8.13 -14.88 12.75
Mg -11.56 -11.49 12.09
Mg -7.69 -13.01 11.29
Mg -7.02 -13.87 7.36
Mg -11.52 -10.92 7.97
Mg -8.11 -17.00 11.73
*
```

natural (NBO) atomic charge list, values in e, 6 entries:
1. Cl -0.59
2. Cl -0.84
3. Cl -0.82
4. Cl -0.86
5. Cl -0.86
6. Cl -0.85


[7]
2 unconnected molecules or ions with the total composition Cl2FN at a distorted geometry. Source: the OMol25 dataset; level of theory: the ωB97M-V functional and the def2-TZVPD basis.

Values from the calculation:
Maximum force, eV/A: 1.90
Relative energy (zero: lowest compared OMol25 entry of this formula, charge and spin), kJ/mol: 107.42
DFT total energy, eV: -29247.017
HOMO energy (alpha / beta), eV: -10.818 / -11.727
Gap between HOMO and LUMO (alpha / beta), eV: 7.43 / 9.82

```
! wB97M-V def2-TZVPD RIJCOSX def2/J DEFGRID3
* xyz 0 1
Cl -1.28 -1.41 -0.90
Cl 1.26 -0.28 0.98
F 0.14 1.24 -0.58
N -0.11 0.46 0.50
*
```

In the natural (NBO) picture, each atom carries the following charge in e:
1. Cl -0.11
2. Cl 0.25
3. F -0.19
4. N 0.05


[8]
A molecular structure, Cl2H10NaO5 at a distorted geometry. Source: the OMol25 dataset; level of theory: the ωB97M-V functional and the def2-TZVPD basis.

Values from the calculation:
Maximum force, eV/A: 1.78
Relative energy (zero: lowest compared OMol25 entry of this formula, charge and spin), kJ/mol: 71.82
DFT total energy, eV: -39866.404
HOMO energy, eV: -4.685
Gap between HOMO and LUMO, eV: 6.47

```
! wB97M-V def2-TZVPD RIJCOSX def2/J DEFGRID3
* xyz -1 1
Cl 2.91 -0.53 -1.64
Cl 0.04 3.11 -0.64
Na 0.26 0.18 -0.48
O -0.94 -2.17 -0.63
O -1.84 1.72 1.26
O -1.11 0.02 -2.93
O 2.87 1.01 1.20
O 0.11 -0.82 1.76
H 0.14 -0.19 2.48
H -1.28 2.27 0.71
H -0.79 -2.83 0.05
H -1.52 -2.61 -1.25
H -0.63 -0.80 -2.96
H 3.49 0.56 1.77
H -2.00 -0.20 -3.21
H 2.84 0.46 0.41
H -0.57 -1.44 2.02
H -1.98 2.24 2.06
*
```

natural (NBO) atomic charge list, values in e, 6 entries:
1. Cl -0.94
2. Cl -0.92
3. Na 0.92
4. O -0.94
5. O -1.01
6. O -0.92


[9]
2 unconnected molecules or ions with the total composition Cl2H2NOP at a distorted geometry. Source: the OMol25 dataset; level of theory: the ωB97M-V functional and the def2-TZVPD basis.

Values from the calculation:
Maximum force, eV/A: 2.22
Relative energy (zero: lowest compared OMol25 entry of this formula, charge and spin), kJ/mol: 136.52
DFT total energy, eV: -37904.198
HOMO energy, eV: -11.641
Gap between HOMO and LUMO, eV: 10.78

```
! wB97M-V def2-TZVPD RIJCOSX def2/J DEFGRID3
* xyz 0 1
Cl -0.70 1.33 -0.74
Cl 3.05 1.98 0.19
P -2.57 1.09 0.10
O -3.12 2.40 0.51
N -3.20 -0.29 0.18
H -2.71 -1.08 -0.25
H 1.91 1.92 -0.56
*
```

natural (NBO) atomic charge list, values in e, 6 entries:
1. Cl -0.28
2. Cl -0.28
3. P 2.01
4. O -0.96
5. N -1.17
6. H 0.41


[10]
A single Cl2H2NPS molecule at a distorted geometry. Source: the OMol25 dataset; level of theory: the ωB97M-V functional and the def2-TZVPD basis.

Values from the calculation:
Maximum force, eV/A: 2.41
Relative energy (zero: lowest compared OMol25 entry of this formula, charge and spin), kJ/mol: 272.74
Structure (SMILES): NSP(Cl)Cl
DFT total energy, eV: -46690.656
HOMO energy (alpha / beta), eV: -8.419 / -8.418
Gap between HOMO and LUMO (alpha / beta), eV: 6.96 / 6.96

```
! wB97M-V def2-TZVPD RIJCOSX def2/J DEFGRID3
* xyz 0 1
Cl -2.91 -1.16 0.32
Cl -2.46 1.84 0.43
S 0.29 -0.18 0.36
P -1.99 0.23 -0.71
N 2.11 -0.20 0.20
H 2.34 0.56 -0.48
H 2.61 -1.09 -0.12
*
```

natural (NBO) atomic charge list, values in e, 6 entries:
1. Cl -0.23
2. Cl -0.26
3. S -0.06
4. P 0.70
5. N -0.90
6. H 0.37


[11]
A molecular structure, Cl2H4OSi2 at a distorted geometry. Source: the OMol25 dataset; level of theory: the ωB97M-V functional and the def2-TZVPD basis.

Values from the calculation:
Maximum force, eV/A: 3.72
Relative energy (zero: lowest compared OMol25 entry of this formula, charge and spin), kJ/mol: 232.03
DFT total energy, eV: -42914.564
HOMO energy, eV: -9.095
Gap between HOMO and LUMO, eV: 8.60

```
! wB97M-V def2-TZVPD RIJCOSX def2/J DEFGRID3
* xyz 0 1
Cl -1.98 1.70 0.43
Cl -2.14 -1.57 0.52
Si -1.03 0.00 -0.29
Si 1.72 0.05 0.69
O -1.07 0.08 -1.92
H 1.37 -0.73 2.02
H 1.71 1.47 0.67
H -1.62 -0.59 -2.43
H 3.04 -0.42 0.31
*
```

natural (NBO) atomic charge list, values in e, 6 entries:
1. Cl -0.39
2. Cl -0.40
3. Si 1.36
4. Si 0.47
5. O -1.12
6. H -0.13


[12]
2 unconnected molecules or ions with the total composition Cl2H4OSi2 at a distorted geometry. Source: the OMol25 dataset; level of theory: the ωB97M-V functional and the def2-TZVPD basis.

Values from the calculation:
Maximum force, eV/A: 3.10
Relative energy (zero: lowest compared OMol25 entry of this formula, charge and spin), kJ/mol: 255.75
DFT total energy, eV: -42914.319
HOMO energy, eV: -9.495
Gap between HOMO and LUMO, eV: 9.51

```
! wB97M-V def2-TZVPD RIJCOSX def2/J DEFGRID3
* xyz 0 1
Cl 0.28 2.34 0.87
Cl 1.91 -2.89 -1.29
Si -0.88 3.05 2.34
Si 0.60 -1.54 -1.89
O -1.63 1.69 2.82
H 0.15 -0.89 -0.50
H -0.55 -2.23 -2.65
H -1.20 0.80 2.87
H 1.34 -0.33 -2.57
*
```

natural (NBO) atomic charge list, values in e, 6 entries:
1. Cl -0.48
2. Cl -0.37
3. Si 1.12
4. Si 0.81
5. O -1.16
6. H -0.16